No. 1
DFT (wB97M-V/def2-TZVPD) results for a cluster of 10 separate species, C27H30F7N3O21 in total at a distorted geometry.

Results
SMILES ... O=C1OC[C@@H](F)O1.O=C1OC[C@@H](F)O1.O=C1OC[C@@H](F)O1.O=C1OC[C@@H](F)O1.O=C1OC[C@@H](F)O1.O=C1OC[C@@H](F)O1.O=C1OC[C@@H](F)O1.CC#N.CC#N.CC#N
HOMO level ... -11.4 eV
Energy relative to the best compared isomer or geometry (same formula, charge and spin) ... 0.0 kcal per mole
Charge ... 0

XYZ file:
```
88
C27H30F7N3O21 (wB97M-V/def2-TZVPD)
O 14.65767 8.35313 9.41860
C 15.33976 9.31721 9.34833
O 15.81714 10.04618 10.38434
C 16.26589 11.35273 9.89818
C 16.45831 11.05361 8.38007
F 17.75927 10.79685 8.08013
O 15.66711 9.90833 8.16673
H 15.51774 12.12093 10.05539
H 17.15611 11.62639 10.41437
H 16.16642 11.78359 7.63655
O 11.40154 8.26686 11.09386
C 11.69710 7.92266 10.02888
O 11.63444 6.59035 9.60731
C 11.88737 6.64488 8.15204
C 11.68604 8.10642 7.77270
F 10.39170 8.36581 7.41998
O 11.99851 8.73622 8.98499
H 12.91610 6.39398 7.99749
H 11.23053 6.00411 7.55670
H 12.37820 8.45375 6.97900
O 14.46302 14.52068 6.89346
C 13.56992 13.75467 7.14088
O 12.26213 13.98899 6.99212
C 11.49799 12.94229 7.41812
C 12.55719 11.86787 7.66490
F 12.49868 10.99433 6.51458
O 13.78216 12.49639 7.59520
H 10.88374 13.14589 8.32440
H 10.84402 12.71618 6.56087
H 12.44091 11.25390 8.60975
O 19.51661 7.84844 15.64319
C 18.52367 7.77868 15.06313
O 18.13280 8.36505 13.89048
C 16.66279 8.24006 13.81500
C 16.40448 6.99737 14.56367
F 16.48514 5.89046 13.80115
O 17.46262 6.99919 15.49754
H 16.15996 9.00614 14.33208
H 16.44812 8.28935 12.75572
H 15.44030 6.98244 15.00210
O 16.72831 14.73596 13.12421
C 16.38678 15.15392 12.08581
O 15.33401 16.03937 11.90234
C 15.11970 16.17637 10.53927
C 16.44894 15.77961 9.88751
F 17.30393 16.86367 9.69846
O 17.06447 14.92698 10.93816
H 14.25538 15.56336 10.19781
H 14.86726 17.22161 10.34757
H 16.59053 15.27690 8.93826
O 7.02665 13.53688 16.32641
C 8.14165 13.17263 16.34602
O 8.62072 12.03889 16.91079
C 10.02723 12.03395 16.91591
C 10.32029 12.98912 15.76344
F 10.42672 12.30727 14.55972
O 9.15113 13.84344 15.71861
H 10.36319 12.56768 17.82163
H 10.45296 11.03411 16.75815
H 11.18045 13.65677 15.86864
O 12.90223 13.73935 10.07000
C 12.95607 13.07251 11.01104
O 13.10208 11.72914 10.98885
C 12.98644 11.22778 12.31643
C 13.33421 12.46796 13.11268
F 14.68989 12.68468 13.33267
O 12.95710 13.53037 12.29904
H 12.00605 10.79492 12.51167
H 13.66784 10.42004 12.41541
H 12.88375 12.58227 14.09200
C 16.46095 12.24591 16.11296
C 15.00954 12.12648 16.21941
N 13.83568 11.99070 16.31316
H 16.69486 13.17146 16.62013
H 16.81766 12.25775 15.07668
H 16.96284 11.46319 16.73554
C 12.02024 6.12413 13.19693
C 12.76540 7.27086 13.71256
N 13.53324 8.01555 14.15024
H 11.41332 5.72279 14.00999
H 12.66546 5.35742 12.86115
H 11.28645 6.39520 12.46350
C 7.42175 11.59808 11.46122
C 8.66742 11.61982 10.68255
N 9.67233 11.84591 10.18800
H 7.76203 11.72549 12.43875
H 6.93757 10.63496 11.42035
H 6.80136 12.43966 11.18517
```

=====

No. 2
DFT (wB97M-V/def2-TZVPD) results for a structure of composition C27H30FeN7S2SeSi at a distorted geometry.

Results
HOMO level (alpha / beta) ... -7.5 / -7.5 eV
Multiplicity ... 6
Energy relative to the best compared isomer or geometry (same formula, charge and spin) ... 0.0 kcal per mole
Charge ... 0

XYZ file:
```
69
C27H30FeN7S2SeSi (wB97M-V/def2-TZVPD)
Fe -0.22957 -0.10326 -0.22493
C 3.27194 -1.53415 1.29964
C 2.53168 -0.41641 1.98849
C 2.97817 0.10100 3.19068
C 2.29426 1.18945 3.73320
C 1.21709 1.74138 3.07803
C 0.80432 1.17577 1.85224
N 1.46595 0.10797 1.36300
N -0.20756 1.56356 1.05320
Si -0.97181 3.12337 0.99568
C -2.44528 3.04066 -0.13988
C -1.58030 3.79251 2.63762
C 0.30052 4.32472 0.32898
H 3.53043 -2.33056 2.00072
H 4.20244 -1.14773 0.87178
H 2.67047 -1.94571 0.49614
H 3.84030 -0.33238 3.68236
H 2.62136 1.61380 4.67612
H 0.67531 2.58130 3.49015
H -2.92751 2.06248 -0.08163
H -2.15954 3.20286 -1.18426
H -3.18201 3.80489 0.13396
H -2.26580 3.08910 3.12552
H -2.12050 4.72923 2.45881
H -0.76669 4.01198 3.33628
H 0.66937 3.97428 -0.64228
H 1.15756 4.39986 1.01086
H -0.11480 5.33032 0.19270
S 2.98348 -0.97020 -3.49270
C 3.62356 0.37103 -2.59068
C 4.83003 1.04702 -2.75839
C 5.11716 2.08379 -1.89054
C 4.21305 2.45065 -0.88572
C 3.01424 1.78512 -0.72686
C 2.72471 0.72187 -1.58403
N 1.58196 -0.07809 -1.54974
C 1.58030 -0.97730 -2.47672
C 0.44850 -1.88417 -2.61578
C 0.15148 -2.53870 -3.81278
C -1.02220 -3.25991 -3.91602
C -1.88742 -3.31885 -2.82854
C -1.55624 -2.68915 -1.63460
C -0.37025 -1.97396 -1.49717
H 5.51850 0.76749 -3.54688
H 6.05063 2.62275 -1.99644
H 4.45986 3.27168 -0.22294
H 2.29682 2.06935 0.03236
H 0.82092 -2.45206 -4.66362
H -1.27793 -3.75159 -4.84586
H -2.82591 -3.85554 -2.91427
H -2.23514 -2.77091 -0.78750
Se -2.58747 0.65205 -4.23028
C -1.98016 0.55028 -2.59651
N -1.57684 0.49544 -1.48952
C -4.32871 -1.71113 4.14587
C -2.88692 -1.33982 4.51994
C -1.93906 -1.65145 3.40102
N -1.76489 -0.91581 2.37116
N -0.91871 -1.46092 1.42835
C -0.44631 -2.64016 1.77410
N 0.43385 -3.36501 1.05235
S -1.04490 -3.15354 3.31174
H -5.01573 -1.45096 4.95308
H -4.41796 -2.78348 3.95398
H -4.62815 -1.17643 3.24374
H -2.58307 -1.87685 5.41904
H -2.82014 -0.27084 4.71939
H 0.46768 -3.08814 0.10583
H 0.55528 -4.33462 1.27573
```

=====

No. 3
DFT (wB97M-V/def2-TZVPD) results for a structure of composition C27H31MoNO4P2S at a distorted geometry.

Results
HOMO level (alpha / beta) ... -13.1 / -13.1 eV
Multiplicity ... 3
Charge ... +2

XYZ file:
```
67
C27H31MoNO4P2S (wB97M-V/def2-TZVPD)
C -1.33735 3.18922 -3.75781
C -1.17368 1.89899 -3.27277
C 0.17747 1.42535 -3.15784
C 1.29988 2.23913 -3.43531
C 1.06574 3.53615 -3.89868
C -0.23459 4.01288 -4.04205
C 2.69706 1.68246 -3.44324
C 2.73037 0.18073 -3.37025
C 1.56742 -0.58077 -3.08124
C 1.50428 -2.01090 -3.25416
C 2.66172 -2.62774 -3.72726
C 3.82868 -1.88651 -3.98025
C 3.85166 -0.50142 -3.83505
H -2.34819 3.60429 -3.77330
H 1.91726 4.14212 -4.20341
H -0.40329 5.02380 -4.40343
H 3.06753 1.90549 -4.44856
H 2.67869 -3.72457 -3.76249
H 4.70922 -2.41351 -4.33671
H 4.72869 0.06998 -4.13772
N 0.35296 0.07983 -2.79051
Mo -0.02954 -0.32133 -0.90131
C -2.35469 1.10649 -2.71145
H -2.57431 0.15813 -3.22957
H -3.24700 1.74581 -2.73092
C 0.31266 -2.84785 -2.78481
H -0.65057 -2.66206 -3.29018
H 0.55505 -3.91734 -2.85077
P -2.01180 0.72978 -0.93234
P 0.04014 -2.56321 -0.94080
C 1.49030 -3.24532 -0.11557
H 1.49760 -2.79087 0.88804
H 1.39356 -4.33901 -0.06137
H 2.39626 -2.95581 -0.66738
C -1.44751 -3.42401 -0.37152
H -1.28533 -4.49817 -0.52107
H -1.55270 -3.17831 0.69827
H -2.31147 -3.05335 -0.94336
C -1.96717 2.35972 -0.11713
H -2.97161 2.80917 -0.10609
H -1.61353 2.16401 0.90623
H -1.25185 3.00633 -0.64632
C -3.41543 -0.22362 -0.29638
H -3.10436 -0.55939 0.70908
H -4.30126 0.43189 -0.23134
H -3.59716 -1.08761 -0.96119
C 0.81521 0.49407 0.79631
O 1.31622 1.36544 1.39410
H 3.41193 2.23085 -2.82209
C -0.20436 1.35019 8.33142
C -0.27103 0.77188 6.94994
C -0.30962 -0.61377 6.78113
C -0.39336 -1.17310 5.50603
C -0.43091 -0.32745 4.38767
C -0.36284 1.06345 4.54485
C -0.28741 1.60338 5.82857
S -0.66039 -0.98281 2.73294
O 0.71066 -1.09106 2.17976
O -1.34036 -2.26283 2.87052
O -1.42331 0.08509 2.10391
H -1.04663 1.02629 8.96279
H 0.71492 1.04579 8.85666
H -0.21647 2.44508 8.27580
H -0.28076 -1.25616 7.65885
H -0.44521 -2.24861 5.35286
H -0.38926 1.70260 3.66595
H -0.24681 2.68255 5.96326
```